# 1
{"formula": "C13H47BClN3O10", "method": "ωB97M-V with the def2-TZVPD basis set", "species": ["O", "H", "H", "H", "O", "H", "H", "H", "Cl", "O", "O", "O", "O", "B", "H", "H", "H", "H", "C", "O", "H", "H", "H", "H", "C", "C", "C", "O", "C", "N", "H", "H", "H", "H", "H", "H", "H", "H", "H", "H", "H", "C", "C", "C", "O", "C", "N", "H", "H", "H", "H", "H", "H", "H", "H", "H", "H", "H", "C", "C", "C", "O", "C", "N", "H", "H", "H", "H", "H", "H", "H", "H", "H", "H", "H"], "coordinates": [[-0.4542, 1.4626, 0.0428], [0.3999, 1.1914, -0.3017], [-1.1275, 0.8458, -0.2536], [-0.5976, 2.4081, 0.1267], [0.0604, 5.2467, 2.3198], [0.8554, 4.7412, 2.5040], [-0.3992, 4.9032, 1.5502], [-0.6300, 5.1374, 2.9779], [2.5621, 2.0273, 1.6371], [2.1390, 3.3287, 1.1569], [2.5743, 1.0950, 0.5600], [3.8042, 2.0975, 2.3024], [1.5349, 1.6659, 2.5463], [-1.2981, 4.0470, 0.3322], [-0.4935, 3.5739, 0.8734], [-2.1727, 3.4255, 0.4463], [-1.5799, 5.0055, 0.7398], [-0.9956, 4.1845, -0.6944], [-3.3448, -0.7596, -0.5154], [-1.9368, -0.5616, -0.5814], [-3.8503, 0.1830, -0.7252], [-3.6342, -1.5191, -1.2416], [-3.5931, -1.0333, 0.5100], [-1.4865, -1.3538, -0.2793], [-0.9241, 2.2950, -3.1434], [0.0233, 1.1727, -3.5523], [1.2033, 1.9323, -4.3427], [0.8484, 2.5145, -5.6130], [0.2628, 1.5953, -6.5546], [0.5676, 0.5395, -2.3086], [-1.8128, 1.9470, -2.6168], [-1.4372, 2.6991, -4.0161], [-0.4464, 3.0946, -2.5773], [-0.5388, 0.4063, -4.0859], [2.0287, 1.2217, -4.3831], [1.7038, 2.7163, -3.7745], [0.5247, 2.0025, -7.5312], [-0.8106, 1.7679, -6.4763], [0.5994, 0.5612, -6.4806], [0.7170, -0.4249, -2.5688], [1.5016, 0.8886, -2.1475], [-1.4307, -0.9494, 2.6257], [-1.3460, -0.9831, 4.1113], [-0.3621, -2.0467, 4.7253], [-0.2791, -1.8128, 6.1492], [-0.8176, -2.8411, 6.8912], [-0.7486, 0.2701, 4.4468], [-0.5743, -0.6920, 2.0024], [-2.1354, -0.2446, 2.1845], [-1.6405, -1.9554, 2.2622], [-2.3672, -1.0255, 4.4901], [0.5629, -1.8843, 4.1722], [-0.6044, -3.0851, 4.4992], [-0.2165, -3.7234, 6.6714], [-1.8739, -3.0370, 6.7070], [-0.7605, -2.6193, 7.9568], [-0.0569, -0.0904, 5.0884], [-0.0158, 0.3659, 3.7583], [0.7734, -4.2381, 0.4243], [1.2894, -3.1179, -0.5100], [0.9545, -3.2197, -2.0025], [1.5652, -2.2172, -2.7012], [2.7289, -2.4912, -3.4896], [0.5936, -1.9303, -0.0965], [1.0797, -4.1548, 1.4670], [1.1402, -5.1917, 0.0445], [-0.3145, -4.1939, 0.4760], [2.3522, -2.8763, -0.4938], [-0.1248, -3.3211, -2.1158], [1.1803, -4.1926, -2.4390], [2.5648, -1.9181, -4.4022], [2.7874, -3.5525, -3.7310], [3.6493, -2.1921, -2.9881], [0.9084, -1.2371, -0.7601], [1.1915, -1.8739, 0.7155]], "mulliken_charge": [0.3105, -0.0210, 0.1834, -0.1956, -0.3552, 0.4731, -0.0457, 0.5147, 1.7550, -0.7410, -0.7161, -0.6946, -0.6985, 0.9002, 0.4351, -0.3340, -0.0936, -0.3626, -0.8531, -0.3567, 0.3213, 0.2512, 0.3196, 0.1056, -1.4710, 0.1862, -0.8535, -0.3791, -0.6978, -0.2217, 0.2654, 0.4595, 0.2158, 0.4495, 0.4918, 0.3823, 0.2534, 0.2671, 0.2744, -0.0155, 0.3013, -0.9545, 0.5807, -0.9457, -0.4083, -0.7162, -0.7221, -0.0782, 0.2831, 0.3267, 0.3454, 0.4272, 0.4768, 0.3134, 0.3022, 0.2441, 0.3637, 0.1816, -1.4493, 0.3915, -0.9324, -0.2994, -0.8424, 0.0863, 0.3548, 0.4432, 0.2523, 0.3960, 0.1790, 0.5866, 0.2175, 0.3712, 0.2837, -0.2029, 0.1343], "homo_energy_ev": -9.16, "e_lumo_ha": 0.0073, "gap_ev": 9.4}

# 2
{"formula": "C33H43BCl2MnN7O2Si", "method": "ωB97M-V with the def2-TZVPD basis set", "species": ["Mn", "C", "C", "C", "C", "C", "N", "N", "B", "N", "N", "C", "C", "C", "C", "C", "N", "N", "C", "C", "C", "C", "C", "H", "H", "H", "H", "H", "H", "H", "H", "H", "H", "H", "H", "H", "H", "H", "H", "H", "H", "H", "H", "H", "H", "C", "Si", "C", "C", "C", "H", "H", "H", "H", "H", "H", "H", "H", "H", "H", "H", "Cl", "C", "C", "C", "C", "C", "Cl", "C", "N", "C", "C", "C", "C", "C", "C", "C", "C", "O", "O", "H", "H", "H", "H", "H", "H", "H", "H", "H", "H"], "coordinates": [[0.2578, -0.3296, 0.4255], [3.4709, 1.2793, -0.3692], [3.5050, -0.0990, 0.2007], [4.6101, -0.9188, 0.4577], [4.0904, -2.0715, 1.0174], [4.8049, -3.2870, 1.5055], [2.7546, -1.9311, 1.0752], [2.3929, -0.7268, 0.5686], [1.7045, -2.8022, 1.7974], [1.0208, -1.9312, 2.8815], [0.3154, -0.8142, 2.5472], [-0.1680, -0.3047, 3.6783], [-1.0152, 0.9230, 3.7269], [0.2295, -1.0996, 4.7583], [0.9803, -2.1216, 4.2106], [1.6592, -3.2593, 4.8975], [0.6153, -3.3002, 0.8264], [-0.2499, -2.4134, 0.2601], [-1.2892, -3.1067, -0.1918], [-2.4777, -2.4584, -0.8114], [-1.0839, -4.4705, 0.0542], [0.1280, -4.5504, 0.7074], [0.8352, -5.7562, 1.2289], [4.2901, 1.8742, 0.0354], [2.5292, 1.7698, -0.1273], [3.5753, 1.2621, -1.4566], [5.6478, -0.6970, 0.2747], [5.8687, -3.1901, 1.2982], [4.4382, -4.1878, 1.0131], [4.6744, -3.4215, 2.5796], [2.2475, -3.7355, 2.3056], [-0.5299, 1.7576, 3.2225], [-1.2006, 1.1983, 4.7637], [-1.9766, 0.7423, 3.2438], [-0.0008, -0.9468, 5.7991], [1.4765, -3.1947, 5.9683], [2.7367, -3.2400, 4.7315], [1.2868, -4.2207, 4.5430], [-2.2690, -1.4203, -1.0446], [-3.3146, -2.4672, -0.1112], [-2.7796, -2.9881, -1.7155], [-1.7371, -5.2861, -0.2064], [0.2975, -6.6514, 0.9227], [0.8917, -5.7464, 2.3179], [1.8537, -5.8168, 0.8457], [0.0122, -2.3927, -3.3698], [-0.2277, -0.5449, -3.1758], [0.8265, 0.2541, -4.5156], [-1.9932, 0.0001, -3.4891], [0.4950, 0.1302, -1.5881], [-0.2565, -2.6905, -4.3868], [-0.5608, -3.0022, -2.6745], [1.0687, -2.6349, -3.2248], [0.4939, -0.0546, -5.5099], [1.8746, -0.0363, -4.4090], [0.7716, 1.3437, -4.4653], [-2.2389, -0.1397, -4.5452], [-2.0937, 1.0650, -3.2638], [-2.7419, -0.5301, -2.9031], [0.3296, 1.2119, -1.5569], [1.5719, -0.0386, -1.6642], [-0.6404, 3.6788, -3.0925], [-0.0369, 4.2178, -1.5577], [1.3131, 4.0603, -1.3047], [1.8624, 4.5374, -0.1270], [1.0504, 5.1716, 0.7960], [-0.2991, 5.3056, 0.5341], [-1.3023, 6.0840, 1.7300], [-0.8985, 4.8296, -0.6389], [-2.2517, 5.0296, -0.8890], [-3.1256, 3.9635, -1.2971], [-3.8781, 4.1621, -2.4504], [-4.7647, 3.1986, -2.8924], [-4.8985, 2.0146, -2.1777], [-4.1644, 1.8221, -1.0222], [-3.2766, 2.7927, -0.5559], [-2.5580, 2.5565, 0.7551], [-1.5824, 1.4026, 0.6589], [-2.0096, 0.2367, 0.5318], [-0.3318, 1.6384, 0.7120], [1.9276, 3.5751, -2.0509], [2.9185, 4.4174, 0.0704], [1.4496, 5.5550, 1.7244], [-2.6770, 5.6417, -0.2079], [-3.7307, 5.0817, -3.0012], [-5.3397, 3.3644, -3.7939], [-5.5789, 1.2451, -2.5189], [-4.2656, 0.9054, -0.4547], [-3.3018, 2.2823, 1.5064], [-2.0375, 3.4457, 1.0993]], "mulliken_spin": [4.1860, -0.0120, 0.0179, 0.0064, 0.0057, -0.0004, -0.0042, 0.0821, -0.0986, 0.0100, 0.0478, 0.0037, 0.0205, -0.0011, 0.0132, -0.0010, -0.0004, 0.0355, 0.0115, -0.0068, 0.0083, 0.0061, -0.0005, 0.0004, 0.0191, 0.0004, 0.0009, -0.0001, 0.0004, 0.0003, -0.0003, -0.0057, 0.0004, -0.0027, 0.0003, 0.0000, 0.0005, 0.0004, 0.0092, 0.0009, 0.0000, 0.0006, -0.0002, 0.0003, 0.0005, -0.0011, 0.0459, -0.0229, -0.0023, -0.3617, 0.0002, 0.0002, 0.0007, -0.0052, 0.0008, 0.0013, 0.0000, 0.0004, 0.0002, -0.0429, 0.0002, 0.0003, 0.0075, -0.0048, 0.0006, -0.0022, 0.0013, 0.0000, -0.0027, -0.0001, 0.0009, 0.0000, -0.0004, 0.0003, 0.0016, 0.0043, -0.0172, -0.1049, 0.0390, 0.1047, 0.0004, -0.0001, 0.0001, 0.0000, 0.0000, 0.0000, 0.0001, 0.0002, -0.0007, 0.0031], "homo_energy_ev": [-8.28, -8.28], "e_above_lowest_kcal_mol": 0.00, "multiplicity": 5, "e_lumo_ha": [-0.0111, 0.0205], "gap_ev": [8.0, 8.8]}

# 3
{"formula": "C15H29NO3", "method": "ωB97M-V with the def2-TZVPD basis set", "species": ["C", "C", "C", "C", "C", "C", "C", "C", "C", "C", "N", "C", "O", "O", "H", "H", "H", "H", "H", "H", "H", "H", "H", "H", "H", "H", "H", "H", "H", "H", "H", "H", "H", "H", "H", "C", "C", "C", "O", "C", "H", "H", "H", "H", "H", "H", "H", "H"], "coordinates": [[-3.6394, 0.4587, -2.4378], [-2.4020, 1.0215, -3.3165], [-1.5709, -0.1181, -4.0996], [-2.0504, 2.4059, -3.3640], [-2.3753, 3.3194, -2.0604], [-1.2845, 2.9181, -0.9606], [-1.5919, 3.4239, 0.5297], [-3.1277, 3.7424, 0.8358], [-1.1874, 2.1877, 1.5117], [0.3162, 1.6756, 1.2892], [0.3532, 0.3448, 0.5550], [-0.1091, -0.7450, 1.4103], [-1.3075, -1.1394, 1.4473], [0.7948, -1.4898, 2.2448], [-4.5671, 0.4355, -3.1058], [-3.3236, -0.6040, -2.1158], [-3.7981, 1.0411, -1.4749], [-0.9285, 0.3000, -4.9392], [-0.8860, -0.6408, -3.3323], [-2.2980, -0.9430, -4.4501], [-1.5264, 2.8540, -4.2821], [-3.4518, 3.0799, -1.7843], [-2.3431, 4.4049, -2.4002], [-1.0863, 1.7947, -1.0469], [-0.3001, 3.4314, -1.2836], [-0.9290, 4.2963, 0.8782], [-3.5362, 4.5519, 0.1240], [-3.7301, 2.7827, 0.6088], [-3.3511, 4.0268, 1.9154], [-1.9619, 1.3344, 1.4590], [-1.2416, 2.5626, 2.6033], [0.9473, 2.3841, 0.6324], [0.9066, 1.5949, 2.2789], [1.3208, 0.1645, 0.2209], [0.4379, -2.4110, 2.2917], [3.2270, -4.4999, 2.0507], [4.5817, -4.6384, 2.7096], [5.5235, -4.3439, 1.5582], [4.8427, -3.4287, 0.6896], [3.4646, -3.3601, 1.0795], [2.4152, -4.2993, 2.7525], [2.9861, -5.4157, 1.5010], [4.6947, -3.8777, 3.4889], [4.7534, -5.6171, 3.1609], [5.7450, -5.2498, 0.9839], [6.4663, -3.9028, 1.8897], [3.3000, -2.3897, 1.5592], [2.8280, -3.4233, 0.1937]], "mulliken_charge": [-0.9196, 0.6523, -1.1002, -0.7353, -0.5621, -0.2767, 0.3821, -1.3004, -0.8676, -0.6965, -0.1349, 0.3748, -0.5734, -0.4408, 0.2680, 0.3172, 0.1815, 0.3475, 0.2032, 0.3047, 0.2691, 0.2833, 0.3756, 0.1575, 0.1348, 0.3431, 0.3150, 0.2402, 0.3705, 0.3548, 0.3959, 0.3889, 0.3352, 0.2884, 0.3157, -0.4746, -0.5424, -0.4796, -0.4253, -0.1690, 0.2813, 0.2865, 0.2661, 0.3340, 0.2742, 0.2691, 0.1409, 0.2467], "homo_energy_ev": -8.22, "e_above_lowest_kcal_mol": 102.99, "smiles": "CC(C)=CCC[C@@H](C)CCNC(=O)O.C1CCOC1", "e_lumo_ha": 0.0191, "gap_ev": 8.7}

# 4
{"formula": "CHF3O2S", "method": "ωB97M-V with the def2-TZVPD basis set", "species": ["C", "O", "O", "F", "F", "F", "S", "H"], "coordinates": [[-0.7946, 0.3134, 0.2019], [0.5372, -1.7839, -0.7431], [1.6020, -0.4372, 1.0580], [-0.3204, 1.9200, 0.4379], [-1.5723, 0.0710, 1.2084], [-1.3901, 0.2254, -0.9968], [0.7945, -0.5483, -0.1159], [1.1437, 0.2398, -1.0504]], "mulliken_charge": [0.6661, -0.5085, -0.5213, -0.3574, -0.1330, -0.1591, 0.8625, 0.1507], "homo_energy_ev": -12.52, "e_above_lowest_kcal_mol": 57.52, "e_lumo_ha": 0.0020, "gap_ev": 12.6}

F_max readings, ordered: 4.11; 0.29; 4.57; 4.85 eV/A